No. 1
ORCA calculation (ωB97M-V/def2-TZVPD) on a molecular structure, C29H29ClLuN2OP at a distorted geometry.

For the energy above the lowest of the compared OMol25 structures with the same formula, charge and spin, the calculation gives 0.113 eV. The calculation puts the total energy at -90990.0939 eV. For the HOMO energy, the calculation gives -14.095 eV. The gap between HOMO and LUMO comes out at 7.59 eV.

Geometry as ORCA input:
```
! wB97M-V def2-TZVPD RIJCOSX def2/J DEFGRID3
* xyz 2 1
Lu 0.7057 0.5200 1.1544
Cl 1.5143 1.2278 3.2851
P 1.3361 -0.0688 -1.4699
C 1.3048 1.3356 -2.6240
C 0.6294 1.2455 -3.8503
C 0.6609 2.3264 -4.7374
C 1.2756 3.5284 -4.3643
C 1.8662 3.6531 -3.0989
C 1.8906 2.5608 -2.2319
C 3.0857 -0.6303 -1.4646
C 3.4748 -1.5994 -0.5189
C 4.8182 -1.9654 -0.4232
C 5.7772 -1.3873 -1.2608
C 5.3824 -0.4219 -2.1920
C 4.0427 -0.0363 -2.2986
C 0.4148 -1.4195 -2.2653
C -0.7228 -1.9661 -1.6299
C -1.2210 -3.1975 -2.0571
C -0.7447 -3.7751 -3.2415
C 0.2903 -3.1536 -3.9575
C 0.9044 -2.0029 -3.4438
H 2.7237 -2.0450 0.1451
H 5.1251 -2.7139 0.3070
H 6.8237 -1.6904 -1.1850
H 6.1213 0.0317 -2.8485
H 3.7415 0.7300 -3.0179
H 0.0970 0.3316 -4.1178
H 0.1994 2.2328 -5.7234
H 1.2845 4.3819 -5.0462
H 2.3208 4.6005 -2.7934
H 2.3694 2.6492 -1.2519
H -1.2126 -1.4288 -0.8098
H -1.9903 -3.7032 -1.4652
H -1.1759 -4.7153 -3.5937
H 0.6275 -3.5682 -4.9115
H 1.7491 -1.5525 -3.9707
H -3.6133 1.8053 -5.9370
H -3.8937 1.1225 -5.8032
C -2.4457 -0.9114 5.2117
N -1.7299 -0.7749 3.9641
N -2.1768 0.0662 2.9840
C -1.4848 -0.1914 1.8658
O -1.3190 0.7771 0.9748
C -0.6525 -1.3629 2.0929
C -0.9271 -1.6989 3.4303
C -0.4745 -2.8327 4.2495
C -2.7913 1.3115 3.2806
C -2.2042 2.1321 4.2360
C -2.7707 3.3846 4.4708
C -3.8953 3.7698 3.7238
C -4.4331 2.9517 2.7157
C -3.8570 1.7067 2.4714
H -3.2098 -0.1366 5.3156
H -1.7328 -0.8457 6.0465
H -2.9213 -1.9079 5.2322
H -0.4060 -2.0908 1.3253
H 0.0008 -2.5145 5.1893
H -1.3056 -3.5016 4.5189
H 0.2666 -3.4013 3.6743
H -1.3097 1.7795 4.7558
H -2.3320 4.0351 5.2360
H -4.3575 4.7407 3.9133
H -5.2967 3.2714 2.1195
H -4.2169 1.0025 1.7157
*
```

Atom charges from the Mulliken analysis, given in e for atoms 1 to 8: atom 1 (Lu): 1.00, atom 2 (Cl): -0.50, atom 3 (P): 0.75, atom 4 (C): 0.55, atom 5 (C): -0.32, atom 6 (C): -0.71, atom 7 (C): -0.49, atom 8 (C): -0.63


No. 2
ORCA calculation (ωB97M-V/def2-TZVPD) on a molecular structure, C29H29F10N5S4Sc at a distorted geometry.

For the energy above the lowest of the compared OMol25 structures with the same formula, charge and spin, the calculation gives 1.605 eV. The calculation puts the total energy at -129205.4145 eV. For the HOMO energy, the calculation gives -10.235 eV. The gap between HOMO and LUMO comes out at 6.86 eV.

Geometry as ORCA input:
```
! wB97M-V def2-TZVPD RIJCOSX def2/J DEFGRID3
* xyz 1 1
Sc -0.6214 0.2139 -0.1638
C -1.3231 3.5721 0.1253
N -1.2133 2.5716 -0.9394
C -2.4806 2.5166 -1.6984
C -3.3476 1.3963 -1.1243
N -2.5548 0.1767 -1.0178
C -2.6496 -0.7378 -2.0061
C -2.1221 -2.0188 -1.7205
F -1.5529 -2.1213 -0.4590
C -2.1170 -3.0964 -2.5773
F -1.5597 -4.2502 -2.2047
C -2.7011 -2.9554 -3.8365
F -2.7233 -3.9726 -4.6985
C -3.2380 -1.7160 -4.1839
F -3.7583 -1.5440 -5.3978
C -3.2146 -0.6432 -3.3052
F -3.6910 0.5316 -3.7713
C -0.1207 2.9453 -1.8473
C 0.2675 1.7780 -2.7652
N 0.4591 0.5692 -1.9655
C 1.4245 -0.2931 -2.3101
C 1.7039 -1.3649 -1.4287
F 0.8258 -1.4938 -0.3444
C 2.7938 -2.2044 -1.5023
F 3.0109 -3.0902 -0.5245
C 3.6708 -2.0921 -2.5739
F 4.7672 -2.8540 -2.6461
C 3.3753 -1.1440 -3.5556
F 4.1625 -1.0424 -4.6231
C 2.2969 -0.2837 -3.4371
F 2.1184 0.5937 -4.4465
H -1.4856 4.5737 -0.2938
H -0.4101 3.5790 0.7219
H -2.1603 3.3300 0.7787
H -2.2725 2.2731 -2.7416
H -2.9989 3.4817 -1.6676
H -4.2376 1.2505 -1.7406
H -3.6803 1.6592 -0.1132
H 0.7450 3.2149 -1.2339
H -0.3992 3.8169 -2.4591
H 1.1791 2.0826 -3.2857
H -0.5069 1.6044 -3.5271
C -1.8797 -2.7332 2.9058
C -3.1288 -1.8999 3.1177
S -3.3588 -0.6475 1.7905
C -3.6928 0.8221 2.8185
C -2.5253 1.3024 3.6570
S -0.9415 1.4614 2.7350
C 0.1559 0.6106 3.9249
C -0.0949 -0.8794 4.1080
S -0.3785 -1.7880 2.5268
H -1.9819 -3.3797 2.0353
H -1.6698 -3.3470 3.7823
H -3.1004 -1.3691 4.0683
H -4.0048 -2.5500 3.1108
H -4.5384 0.5920 3.4673
H -4.0031 1.5868 2.1103
H -2.3256 0.6181 4.4766
H -2.7487 2.2825 4.0784
H 0.0498 1.1256 4.8810
H 1.1574 0.7968 3.5413
H -0.9626 -1.0648 4.7366
H 0.7769 -1.3214 4.5931
N 6.4995 -1.0399 1.9947
C 6.0766 -0.1843 1.0527
S 7.1491 0.4883 -0.0063
C 4.6464 0.1381 0.9572
C 3.6690 -0.5649 1.6629
C 2.3407 -0.2313 1.5040
N 1.8831 0.7423 0.7089
C 2.8268 1.4253 0.0471
C 4.1818 1.1643 0.1294
H 7.4823 -1.2630 2.0278
H 5.8989 -1.4615 2.6832
H 3.9107 -1.3999 2.2989
H 1.5973 -0.8155 2.0231
H 2.4867 2.2254 -0.5921
H 4.8866 1.7456 -0.4453
*
```

Atom charges from the Mulliken analysis, given in e for atoms 1 to 8: atom 1 (Sc): -0.89, atom 2 (C): -1.63, atom 3 (N): 1.33, atom 4 (C): -0.91, atom 5 (C): -0.99, atom 6 (N): 0.85, atom 7 (C): 0.51, atom 8 (C): 0.03


No. 3
ORCA calculation (ωB97M-V/def2-TZVPD) on a molecular structure, C29H29N2O4SY at a distorted geometry.

The calculation puts the total energy at -53594.1313 eV. For the HOMO energy, the calculation gives -8.391 eV. The gap between HOMO and LUMO comes out at 7.80 eV.

Geometry as ORCA input:
```
! wB97M-V def2-TZVPD RIJCOSX def2/J DEFGRID3
* xyz 0 1
C 2.2716 0.0199 1.3920
C 2.2695 -0.6992 0.1656
C 1.9310 0.1973 -0.8731
H 2.5785 -1.7331 0.0426
C 1.7598 1.5013 -0.3023
C 1.9879 1.3818 1.1032
H 1.4718 2.4071 -0.8335
C -1.3176 -1.6932 1.7912
C -0.1502 -2.3241 1.2773
C -0.2539 -2.3399 -0.1431
H 0.6271 -2.8036 1.8706
C -1.4566 -1.6868 -0.5239
C -2.1293 -1.2950 0.6835
H 1.9407 -0.0373 -1.9344
H 1.8742 2.1570 1.8544
H 2.5367 -0.3762 2.3675
H -3.0248 -0.6748 0.7221
H 0.4289 -2.8231 -0.8368
H -1.5537 -1.5561 2.8443
Y -0.1398 0.2335 0.6848
C -1.9602 -1.4325 -1.9234
C -3.4638 -1.6732 -1.9283
C -1.2510 -2.3465 -2.9248
H -3.6643 -2.6926 -1.5790
H -3.8621 -1.5446 -2.9346
H -3.9773 -0.9710 -1.2654
H -1.4346 -3.3959 -2.6616
H -0.1642 -2.1825 -2.9572
H -1.6445 -2.1676 -3.9317
C -1.6218 0.0478 -2.2727
C -2.1586 0.5664 -3.6216
H -0.5218 0.1527 -2.3118
H -2.0230 0.7532 -1.5088
O -3.0627 0.0511 -4.2523
N -1.5371 1.6916 -4.1020
C -0.3702 2.3784 -3.5515
H -1.9152 2.0486 -4.9739
C 0.9424 1.7878 -4.0134
C 2.1252 2.4197 -3.6238
H 2.0504 3.3133 -3.0011
C 3.3645 1.9176 -4.0185
H 4.2765 2.4268 -3.6998
C 3.4267 0.7720 -4.8221
H 4.3939 0.3831 -5.1423
C 2.2473 0.1330 -5.2187
H 2.2742 -0.7597 -5.8485
C 1.0035 0.6425 -4.8165
H 0.0798 0.1564 -5.1436
H -0.4299 2.3673 -2.4455
H -0.4329 3.4413 -3.8366
O 2.2458 2.4282 5.9299
S 2.0079 1.1292 5.3644
O 3.0736 0.1460 5.4140
N 1.3511 1.2019 3.8401
C 0.0934 0.8113 3.7794
O -0.6325 0.7894 2.7040
C -0.4583 0.3627 5.0602
C -1.7290 -0.1817 5.3067
C -2.0432 -0.6299 6.5870
C -1.0782 -0.5366 7.5957
C 0.1984 -0.0095 7.3471
C 0.4911 0.4338 6.0537
H -2.4346 -0.2232 4.4862
H -3.0320 -1.0397 6.7956
H -1.3417 -0.8829 8.5834
H 0.9470 0.0612 8.1318
*
```

Atom charges from the Mulliken analysis, given in e for atoms 1 to 8: atom 1 (C): -0.33, atom 2 (C): -0.90, atom 3 (C): 0.28, atom 4 (H): 0.55, atom 5 (C): -0.78, atom 6 (C): -0.93, atom 7 (H): 0.48, atom 8 (C): -0.67


Question: gap between HOMO and LUMO of number 3 (C29H29N2O4SY)?
Answer: 7.80 eV


Question: Which of these has the highest HOMO energy?
Answer: C29H29N2O4SY


Question: Among the records above, which one has the highest gap between HOMO and LUMO?
Answer: C29H29N2O4SY


Question: What is the gap between HOMO and LUMO in the first record?
Answer: 7.59 eV